The following is a quantum chemistry calculation of a molecular structure, C34H48CuN2O8P4Si2, from the Open Molecules 2025 dataset.

Calculated values
HOMO-LUMO gap (spin up / spin down)	5.9 / 5.3	eV
spin multiplicity	2
⟨S²⟩	0.760
charge	-2
LUMO energy (spin up / spin down)	4.36 / 4.29	eV

Structure (XYZ):
```
99
Properties=species:S:1:pos:R:3:forces:R:3
Cu -0.4312 -0.2556 0.0068 0.0 0.1 0.4
C -3.0272 0.2842 2.7956 0.5 -0.5 0.0
Si -1.4922 -0.8318 2.9720 -0.8 0.1 0.8
C -2.0370 -2.6573 2.7561 0.3 0.7 -0.2
C -0.9967 -0.6968 4.8314 0.0 0.0 -0.7
N -0.2988 -0.1851 1.9305 0.0 -1.2 0.8
P 1.2609 -0.5582 1.7104 -0.1 2.3 1.1
C 2.0578 0.9780 1.1888 -0.3 -0.8 -0.8
P 1.2988 2.1095 0.1056 0.2 0.4 0.1
N -0.2666 2.2284 0.2317 0.3 1.0 -0.5
Si -1.2810 3.5749 -0.0226 -0.3 0.2 0.2
C -0.4286 5.2028 -0.6231 -0.1 -0.6 0.2
C -2.1637 4.0588 1.6122 0.3 -0.2 -0.6
C -2.6837 3.2295 -1.2779 0.5 0.0 0.5
C 2.1478 3.6587 0.6288 0.1 0.0 0.1
C 1.7039 4.1306 1.8602 -0.1 0.0 0.0
C 2.2908 5.2241 2.4614 0.1 0.2 0.1
C 3.3647 5.8535 1.8401 0.0 0.1 0.1
C 3.8178 5.3886 0.6174 0.2 0.2 0.0
C 3.2106 4.3009 0.0088 -0.2 -0.1 -0.1
C 1.8964 2.0586 -1.6435 -0.1 -0.2 0.3
C 3.1841 1.6314 -1.9434 0.0 0.0 0.2
C 3.6511 1.6768 -3.2459 0.2 0.0 -0.1
C 2.8333 2.1437 -4.2619 0.1 0.0 -0.1
C 1.5410 2.5525 -3.9721 0.0 0.1 -0.1
C 1.0756 2.5038 -2.6713 0.1 0.1 0.1
C 3.5081 0.8488 1.2872 0.2 0.0 0.3
C 4.1241 -0.3514 0.9015 -0.1 0.1 -0.1
C 5.4671 -0.5751 1.1138 0.3 -0.1 0.1
C 6.2516 0.3921 1.7241 0.2 -0.1 0.0
C 5.6545 1.5693 2.1484 0.2 0.1 0.0
C 4.3110 1.7959 1.9364 0.0 0.0 0.0
C 1.9463 -0.4477 3.4514 0.2 -0.6 -0.1
C 1.7763 0.7496 4.1332 0.0 0.1 0.0
C 2.2207 0.8940 5.4303 0.0 0.1 0.1
C 2.8377 -0.1713 6.0697 0.0 -0.1 0.2
C 2.9978 -1.3731 5.4048 0.1 -0.2 0.2
C 2.5541 -1.5115 4.0980 0.0 0.0 -0.1
H -3.9199 -0.1757 3.2107 -0.2 -0.1 0.1
H -3.1886 0.4590 1.7402 -0.1 0.1 -0.3
H -2.8759 1.2412 3.2849 0.1 0.2 0.2
H -2.9172 -2.8889 3.3516 -0.2 0.1 0.2
H -1.2559 -3.3598 3.0358 0.2 -0.1 0.0
H -2.2894 -2.8264 1.7150 0.0 -0.1 -0.3
H -1.8080 -1.0017 5.4863 -0.3 -0.1 0.0
H -0.7439 0.3287 5.0757 0.1 0.3 0.1
H -0.1330 -1.3090 5.0674 0.2 -0.2 0.1
H 0.1387 5.6571 0.1844 0.1 0.1 0.1
H -1.1398 5.9421 -0.9835 -0.3 0.0 -0.1
H 0.2713 4.9939 -1.4275 0.2 0.0 -0.2
H -1.4695 4.4607 2.3446 0.2 0.0 0.1
H -2.6303 3.1793 2.0399 -0.1 -0.3 0.1
H -2.9385 4.8045 1.4489 -0.1 0.2 -0.1
H -2.3520 3.2795 -2.3116 0.1 0.0 -0.2
H -3.5083 3.9299 -1.1664 -0.1 0.2 0.1
H -3.0680 2.2348 -1.0876 -0.1 -0.3 0.1
H 0.8802 3.6048 2.3247 -0.1 0.0 0.1
H 1.9290 5.5862 3.4177 0.0 0.0 0.0
H 3.8485 6.7016 2.3110 0.0 0.0 0.0
H 4.6600 5.8752 0.1361 0.0 0.0 0.0
H 3.5785 3.9511 -0.9456 0.0 0.0 0.0
H 3.8225 1.2600 -1.1531 0.0 0.0 0.0
H 4.6596 1.3455 -3.4686 0.0 0.0 0.0
H 3.2003 2.1787 -5.2816 0.0 0.0 0.0
H 0.8973 2.9005 -4.7706 -0.1 0.0 0.0
H 0.0620 2.7877 -2.4375 -0.2 0.0 0.0
H 3.5126 -1.0889 0.4009 0.0 -0.1 -0.1
H 5.9090 -1.5114 0.7987 0.0 -0.1 0.0
H 7.3128 0.2294 1.8738 0.0 0.0 0.0
H 6.2401 2.3135 2.6764 0.0 0.0 0.0
H 3.8609 2.7007 2.3146 0.0 0.1 0.0
H 1.2761 1.5536 3.6143 0.0 0.2 0.0
H 2.0864 1.8315 5.9556 0.0 0.1 0.0
H 3.1802 -0.0696 7.0925 0.0 0.0 0.0
H 3.4700 -2.2058 5.9145 0.0 0.0 0.0
H 2.6756 -2.4540 3.5785 0.0 -0.1 -0.1
C -2.9088 -1.9299 -3.8497 0.0 0.0 0.0
C -2.3343 -0.9253 -2.8861 0.8 -0.6 0.8
O -2.7611 0.3858 -3.1988 -0.1 0.5 0.0
P -0.5041 -0.9905 -2.8793 0.6 0.4 -1.6
O -0.1908 -0.3392 -4.3638 -0.3 0.0 0.4
O 0.0334 -2.3853 -2.8984 0.0 -0.2 0.0
O 0.0560 -0.0226 -1.8776 -0.2 0.0 -0.5
P -2.7668 -1.2977 -1.1306 -1.6 0.1 0.2
O -4.4110 -1.2188 -1.2009 0.2 -0.4 -0.1
O -2.3789 -2.6561 -0.7080 0.1 -0.4 -0.1
O -2.3779 -0.0840 -0.3222 -0.8 0.1 -0.4
H -2.6101 -1.6831 -4.8692 0.0 0.0 -0.1
H -3.9961 -1.9515 -3.7768 0.0 0.0 0.0
H -2.5084 -2.9010 -3.5743 0.0 -0.2 -0.1
H -2.2728 0.9571 -2.5855 -0.2 0.1 0.0
H 0.3942 -0.9732 -4.7740 0.3 -0.2 -0.3
H 0.5596 -2.3445 -1.2697 0.1 -0.3 -0.1
H -4.6020 -0.2892 -1.3272 -0.3 0.4 0.0
C 0.4876 -3.4826 0.3144 0.0 -0.1 -0.1
O 0.8124 -2.2714 -0.3222 0.2 -0.4 -0.4
H -0.5727 -3.7070 0.2041 -0.1 0.0 0.0
H 0.7291 -3.3561 1.3730 0.0 -0.1 0.1
H 1.0822 -4.3100 -0.0997 0.0 0.0 0.2
```
Positions in Å, forces in eV/Å.